# C34H96N8O10

A 10-piece molecular cluster, C34H96N8O10 overall at a distorted geometry (wB97M-V/def2-TZVPD, the Open Molecules 2025 dataset).

* E_tot: -2543.0942 Eh
* energy relative to the best compared isomer or geometry (same formula, charge and spin): 475.1 kJ/mol
* frontier orbital gap: 0.3357 Eh
* E_LUMO: 0.0176 Eh
* F_max: 5.0 eV Å⁻¹

Geometry (Å):
O: 2.606 -2.169 -0.811
H: 3.471 -1.766 -0.731
H: 2.032 -1.453 -1.084
C: -0.842 -6.067 -1.965
C: 0.040 -4.826 -2.226
C: -0.765 -3.555 -2.682
O: -1.736 -4.031 -3.688
C: -1.258 -4.038 -4.990
N: 0.861 -4.667 -1.020
H: -0.374 -6.740 -1.247
H: -1.124 -6.578 -2.885
H: -1.650 -5.727 -1.317
H: 0.757 -5.199 -2.958
H: -0.158 -2.767 -3.127
H: -1.388 -3.085 -1.921
H: -0.493 -4.794 -5.171
H: -1.048 -3.000 -5.245
H: -2.079 -4.414 -5.602
H: 1.425 -3.855 -1.228
H: 0.298 -4.469 -0.205
C: 0.689 0.532 1.332
C: 1.689 1.072 0.344
C: 1.097 1.436 -1.007
O: 0.936 0.229 -1.800
C: -0.189 0.352 -2.727
N: 2.309 2.240 0.910
H: -0.062 1.292 1.545
H: 1.167 0.325 2.289
H: 0.118 -0.344 1.024
H: 2.552 0.410 0.278
H: 1.713 2.111 -1.600
H: 0.232 2.055 -0.766
H: 0.109 1.155 -3.402
H: -1.144 0.634 -2.283
H: -0.229 -0.559 -3.326
H: 2.859 2.788 0.265
H: 2.908 1.986 1.683
C: -7.441 -0.628 -3.461
C: -7.402 0.823 -3.172
C: -5.967 1.502 -3.166
O: -5.190 1.244 -1.976
C: -3.890 1.787 -2.147
N: -8.463 1.463 -3.994
H: -6.630 -1.169 -2.973
H: -7.229 -0.620 -4.530
H: -8.402 -1.129 -3.341
H: -7.857 0.920 -2.186
H: -6.079 2.577 -3.314
H: -5.417 1.163 -4.044
H: -3.251 1.207 -1.482
H: -3.757 2.796 -1.758
H: -3.484 1.927 -3.149
H: -9.202 0.775 -3.972
H: -8.782 2.235 -3.425
C: 2.685 -2.287 -4.127
C: 2.056 -2.984 -5.346
C: 1.163 -2.085 -6.279
O: 1.919 -1.017 -6.877
C: 1.384 -0.354 -7.970
N: 3.083 -3.568 -6.101
H: 3.159 -3.027 -3.483
H: 2.046 -1.692 -3.475
H: 3.508 -1.595 -4.309
H: 1.347 -3.727 -4.980
H: 0.476 -1.550 -5.624
H: 0.687 -2.630 -7.094
H: 0.421 0.104 -7.743
H: 1.227 -1.073 -8.774
H: 1.996 0.476 -8.324
H: 3.783 -2.850 -6.217
H: 3.552 -4.208 -5.475
C: 0.930 -0.245 7.861
C: -0.323 0.670 7.549
C: -0.140 1.245 6.090
O: -1.206 2.152 5.777
C: -0.917 3.166 4.788
N: -1.572 -0.058 7.602
H: 0.612 -0.958 8.622
H: 1.714 0.329 8.356
H: 1.338 -0.809 7.022
H: -0.351 1.559 8.178
H: 0.197 0.538 5.332
H: 0.807 1.739 6.309
H: 0.057 3.544 5.099
H: -1.692 3.921 4.657
H: -0.836 2.768 3.776
H: -2.170 0.745 7.466
H: -1.743 -0.420 8.529
C: -1.608 5.304 -2.526
C: -0.927 5.041 -3.900
C: -0.121 6.200 -4.497
O: 0.387 5.637 -5.689
C: 1.524 6.284 -6.176
N: -0.208 3.843 -3.635
H: -2.213 6.172 -2.786
H: -0.951 5.671 -1.738
H: -2.224 4.440 -2.279
H: -1.744 4.842 -4.594
H: 0.682 6.302 -3.767
H: -0.748 7.073 -4.680
H: 1.888 5.653 -6.987
H: 2.380 6.274 -5.502
H: 1.592 7.281 -6.610
H: 0.053 3.807 -2.660
H: 0.627 4.092 -4.146
C: 1.577 -5.013 2.837
C: 2.105 -3.708 2.265
C: 2.768 -2.727 3.351
O: 2.002 -2.514 4.573
C: 0.617 -2.120 4.618
N: 3.023 -4.050 1.195
H: 1.036 -5.666 2.152
H: 0.753 -4.829 3.526
H: 2.286 -5.635 3.382
H: 1.189 -3.282 1.857
H: 2.993 -1.746 2.934
H: 3.778 -3.040 3.616
H: 0.416 -1.808 5.643
H: 0.037 -3.000 4.338
H: 0.380 -1.339 3.896
H: 2.733 -4.972 0.901
H: 2.870 -3.531 0.342
C: 4.015 0.294 5.478
C: 3.271 1.182 4.576
C: 3.408 2.691 4.907
O: 3.010 3.068 6.258
C: 3.182 4.480 6.542
N: 3.794 0.967 3.230
H: 3.993 -0.752 5.171
H: 3.780 0.421 6.535
H: 5.090 0.449 5.571
H: 2.239 0.839 4.504
H: 2.841 3.196 4.125
H: 4.469 2.941 4.919
H: 2.445 5.090 6.019
H: 4.217 4.797 6.414
H: 3.122 4.606 7.623
H: 4.804 0.972 3.241
H: 3.653 0.004 2.960
C: -2.777 -0.399 4.311
C: -2.827 -0.857 2.807
O: -2.983 -2.163 2.671
H: -3.687 -0.543 4.894
H: -2.535 0.660 4.407
H: -2.074 -1.000 4.887
H: -1.893 -0.474 2.397
H: -3.653 -0.354 2.304
H: -3.936 -2.255 2.606

# C35H103N5O20

A 14-piece molecular cluster, C35H103N5O20 overall at a distorted geometry (wB97M-V/def2-TZVPD, the Open Molecules 2025 dataset).

* E_tot: -3173.6032 Eh
* frontier orbital gap: 0.3376 Eh
* E_LUMO: 0.0094 Eh
* F_max: 3.7 eV Å⁻¹

Geometry (Å):
C: 3.525 3.371 -4.535
O: 4.810 2.716 -4.254
H: 3.696 4.218 -5.160
H: 2.989 2.672 -5.116
H: 3.006 3.597 -3.606
H: 5.331 2.582 -5.045
C: 0.100 3.901 -0.568
O: 0.403 3.392 -1.882
H: 0.681 4.850 -0.440
H: -0.958 4.068 -0.458
H: 0.415 3.366 0.322
H: 0.454 2.395 -1.885
C: -5.571 -2.475 0.520
O: -4.801 -1.467 -0.180
H: -5.130 -2.544 1.506
H: -6.574 -2.164 0.611
H: -5.484 -3.391 -0.110
H: -5.318 -1.225 -0.967
C: -3.179 2.591 4.361
C: -3.236 2.575 2.803
C: -4.482 3.253 2.228
O: -4.296 3.376 0.892
C: -5.199 4.368 0.271
N: -2.012 3.190 2.228
H: -2.265 2.207 4.666
H: -4.027 1.909 4.657
H: -3.394 3.552 4.863
H: -3.384 1.518 2.669
H: -4.629 4.273 2.744
H: -5.475 2.712 2.444
H: -6.240 4.081 0.434
H: -5.033 4.378 -0.849
H: -5.006 5.393 0.629
H: -1.122 2.855 2.473
H: -1.947 2.991 1.213
C: 3.986 -5.162 1.455
C: 3.532 -3.696 1.436
C: 3.417 -2.997 0.049
O: 2.337 -3.497 -0.739
C: 2.512 -2.978 -2.037
N: 2.351 -3.586 2.268
H: 3.320 -5.850 0.843
H: 3.797 -5.542 2.445
H: 4.997 -5.432 1.186
H: 4.357 -3.160 1.953
H: 4.328 -3.210 -0.559
H: 3.210 -1.934 0.178
H: 2.828 -1.945 -1.957
H: 1.622 -3.032 -2.605
H: 3.327 -3.548 -2.475
H: 1.606 -4.142 1.916
H: 2.024 -2.630 2.385
C: 5.858 -0.431 1.826
C: 4.758 0.564 2.002
C: 4.581 1.243 0.569
O: 3.675 2.354 0.499
C: 3.713 2.862 -0.821
N: 3.509 -0.172 2.341
H: 5.861 -1.211 2.600
H: 6.872 0.007 1.883
H: 5.697 -0.984 0.859
H: 5.019 1.296 2.805
H: 4.262 0.372 -0.075
H: 5.586 1.566 0.255
H: 4.730 3.329 -0.956
H: 3.019 3.702 -0.885
H: 3.442 2.094 -1.546
H: 3.827 -0.654 3.238
H: 2.796 0.509 2.595
C: 0.632 -0.151 0.679
C: -0.675 0.191 0.007
C: -0.545 -0.179 -1.501
O: 0.329 0.740 -2.209
C: 0.524 0.388 -3.601
N: -1.714 -0.581 0.676
H: 0.876 -1.207 0.531
H: 0.554 0.105 1.729
H: 1.424 0.462 0.282
H: -0.898 1.267 0.102
H: -1.529 -0.341 -1.895
H: -0.052 -1.144 -1.501
H: 0.758 -0.683 -3.670
H: 1.364 0.944 -3.894
H: -0.383 0.633 -4.195
H: -1.462 -1.519 0.666
H: -2.631 -0.433 0.391
C: -2.671 -3.409 3.025
C: -2.992 -2.310 4.075
C: -2.758 -2.934 5.398
O: -3.129 -2.128 6.519
C: -3.081 -2.899 7.687
N: -2.007 -1.217 3.832
H: -1.699 -3.833 3.228
H: -2.515 -2.949 2.022
H: -3.462 -4.155 2.959
H: -3.970 -1.919 3.898
H: -1.713 -3.257 5.455
H: -3.369 -3.880 5.429
H: -2.100 -3.337 7.757
H: -3.860 -3.618 7.659
H: -3.273 -2.209 8.513
H: -2.046 -0.509 4.573
H: -2.280 -0.759 2.965
C: 1.773 5.054 3.713
C: 2.711 4.387 2.810
O: 2.032 3.291 2.241
O: 1.304 4.215 4.732
H: 0.874 5.514 3.219
H: 2.345 5.842 4.212
H: 3.591 4.045 3.387
H: 3.001 5.055 2.016
H: 2.651 2.880 1.672
H: 1.120 3.360 4.292
C: -3.929 2.832 -4.213
C: -2.852 2.748 -3.159
O: -1.728 3.416 -3.691
O: -3.564 2.027 -5.354
H: -4.179 3.846 -4.549
H: -4.886 2.435 -3.822
H: -2.642 1.703 -2.909
H: -3.242 3.264 -2.317
H: -1.106 3.591 -2.991
H: -2.615 2.155 -5.465
C: -0.423 1.793 -7.112
C: -0.869 3.116 -7.818
O: -0.030 3.410 -8.895
O: 0.380 0.923 -7.888
H: -1.279 1.177 -6.814
H: 0.209 2.084 -6.248
H: -0.812 3.906 -7.055
H: -1.905 3.153 -8.162
H: 0.891 3.467 -8.598
H: 0.167 1.134 -8.807
C: -1.259 -2.529 -5.888
C: -0.350 -1.837 -6.871
O: 0.884 -1.575 -6.249
O: -0.634 -3.715 -5.372
H: -2.155 -2.809 -6.364
H: -1.382 -1.805 -5.071
H: -0.797 -0.875 -7.135
H: -0.288 -2.509 -7.763
H: 1.289 -0.793 -6.624
H: 0.055 -3.389 -4.832
C: 2.776 -2.114 5.433
C: 1.418 -1.596 5.233
O: 1.173 -1.148 3.909
O: 3.835 -1.108 5.250
H: 3.010 -2.914 4.714
H: 2.832 -2.446 6.476
H: 1.229 -0.795 5.941
H: 0.712 -2.409 5.464
H: 0.247 -1.301 3.817
H: 3.662 -0.238 5.677
C: -1.121 -4.310 -0.998
C: -1.207 -5.698 -0.429
O: -1.794 -5.661 0.905
O: -0.312 -3.455 -0.223
H: -2.121 -3.860 -0.904
H: -0.702 -4.382 -2.052
H: -0.233 -6.192 -0.422
H: -1.841 -6.320 -1.043
H: -1.643 -4.777 1.269
H: 0.675 -3.618 -0.277